w | Molecular formula: C5H11NO2
Method: DFT, the ωB97M-V functional and the def2-TZVPD basis

Structure (XYZ):
```
19
Properties=species:S:1:pos:R:3:nbo_charge:R:1
C -0.09 -0.03 -1.70 -0.218
N -0.35 -0.28 -0.28 -0.428
C -1.31 -1.15 0.10 0.546
O -1.50 -1.48 1.25 -0.619
C 0.16 0.81 0.54 -0.221
C 0.91 1.70 -0.44 -0.408
C 0.26 1.44 -1.80 -0.420
H -0.88 -0.47 -2.32 0.210
H 0.81 -0.59 -2.00 0.185
H -1.76 -1.61 -0.80 0.098
H 0.83 0.50 1.34 0.216
H -0.67 1.29 1.05 0.200
H 1.97 1.45 -0.43 0.207
H 0.80 2.75 -0.19 0.220
H -0.56 2.14 -2.03 0.210
H 0.96 1.71 -2.58 0.219
H 0.76 -3.24 3.33 0.468
H -0.63 -2.48 3.37 0.489
O 0.30 -2.45 3.61 -0.956
```

## Properties
M ... 117.1 g/mol
Spin multiplicity ... 1
Frontier orbital gap ... 0.373 Ha
HOMO level ... -9.277 eV


x | Molecular formula: C5H11NO2
Method: DFT, the ωB97M-V functional and the def2-TZVPD basis

Structure (XYZ):
```
19
Properties=species:S:1:pos:R:3:nbo_charge:R:1
C 0.64 0.83 -0.97 0.454
C 0.22 1.05 0.49 -0.255
C -0.42 0.45 -1.98 -0.666
C 0.91 -1.11 1.35 -0.411
C -1.43 -0.73 0.92 -0.409
N -0.15 -0.13 1.24 -0.433
O 1.89 0.34 -1.20 -0.263
O 1.67 1.73 -1.40 -0.262
H 1.07 1.51 0.99 0.221
H -0.62 1.75 0.51 0.204
H -0.57 -0.63 -1.96 0.229
H -1.36 0.95 -1.75 0.218
H -0.09 0.74 -2.97 0.242
H 1.13 -1.62 0.40 0.166
H -2.17 0.06 0.80 0.199
H 0.62 -1.86 2.08 0.198
H 1.82 -0.62 1.69 0.207
H -1.73 -1.36 1.75 0.201
H -1.42 -1.35 0.02 0.160
```

## Properties
M ... 117.1 g/mol
Spin multiplicity ... 1
Frontier orbital gap ... 0.350 Ha
HOMO level ... -8.637 eV


y | Molecular formula: C5H11NO2
Method: DFT, the ωB97M-V functional and the def2-TZVPD basis

Structure (XYZ):
```
19
Properties=species:S:1:pos:R:3:nbo_charge:R:1
C 1.71 -0.66 0.93 -0.224
N 0.46 0.08 1.10 -0.609
C -0.64 -0.28 0.19 -0.196
C -1.84 0.54 0.62 -0.058
O -1.55 1.95 0.53 -0.737
C -0.42 -0.11 -1.30 0.414
O -0.54 -1.05 -2.06 -0.525
C 2.41 -0.58 -0.42 -0.648
H 2.36 -0.38 1.76 0.198
H 1.47 -1.71 1.15 0.189
H 0.68 1.06 0.99 0.353
H -0.81 -1.34 0.38 0.217
H -2.14 0.27 1.63 0.187
H -2.70 0.39 -0.04 0.186
H -1.29 2.30 1.40 0.476
H -0.18 0.88 -1.73 0.132
H 3.48 -0.75 -0.30 0.220
H 2.06 -1.35 -1.11 0.222
H 2.27 0.39 -0.90 0.203
```

## Properties
M ... 117.1 g/mol
Spin multiplicity ... 1
Frontier orbital gap ... 0.362 Ha
HOMO level ... -9.055 eV


z | Molecular formula: C5H11NO2
Method: DFT, the ωB97M-V functional and the def2-TZVPD basis

Structure (XYZ):
```
19
Properties=species:S:1:pos:R:3:nbo_charge:R:1
C 0.35 1.16 1.53 -0.249
C -2.97 -0.34 0.32 0.088
O -0.01 -0.11 1.04 -0.570
N -2.71 0.63 0.86 -0.325
H -0.25 1.95 1.10 0.180
H 1.42 1.36 1.37 0.161
H 0.16 1.12 2.61 0.198
H -3.33 -1.14 -0.29 0.234
H -0.71 -2.05 0.12 0.483
C 1.78 -0.94 -0.39 -0.658
C 0.07 0.69 -1.32 -0.661
C 0.32 -0.46 -0.34 0.539
O -0.54 -1.49 -0.69 -0.734
H 1.99 -1.57 0.47 0.218
H 1.93 -1.53 -1.30 0.220
H 0.18 0.29 -2.33 0.224
H 0.80 1.48 -1.18 0.213
H -0.95 1.05 -1.18 0.231
H 2.47 -0.10 -0.40 0.207
```

## Properties
M ... 117.1 g/mol
Spin multiplicity ... 1
Frontier orbital gap ... 0.384 Ha
HOMO level ... -9.596 eV


Which structure loses on stability? x does.